1.
Below is 6 unconnected molecules or ions with the total composition C4H21N2O7, with properties calculated with ωB97M-V/def2-TZVPD.

Computed properties:
- E_tot: -800.96401 hartree
- Charge: +1
- HOMO-LUMO gap: 0.3732 hartree

Each line ends with the natural charge from an NBO analysis.
Atoms and positions in Å:
N1 -0.405 1.736 -1.851  -0.7294
C1 -0.447 0.465 -1.059  -0.1535
C2 0.674 0.341 -0.077  -0.5079
C3 0.695 -0.952 0.728  -0.0990
O1 0.400 -0.598 2.114  -0.7417
C4 -1.822 0.429 -0.429  0.6426
N2 -2.443 -0.756 -0.287  -0.7864
O2 -2.311 1.448 0.050  -0.6286
H1 0.075 1.649 -2.741  0.4459
H2 0.259 2.361 -1.298  0.4811
H3 -1.259 2.275 -1.671  0.4702
H4 -0.431 -0.432 -1.680  0.2497
H5 0.846 1.143 0.649  0.2774
H6 1.699 0.562 -0.431  0.2419
H7 1.670 -1.391 0.917  0.2253
H8 0.065 -1.787 0.422  0.1905
H9 -0.554 -0.633 2.229  0.4822
H10 -2.115 -1.547 -0.826  0.4204
H11 -3.348 -0.870 0.134  0.4278
H12 1.936 3.297 2.977  0.4857
H13 0.776 2.532 2.527  0.4830
O3 1.551 2.975 2.151  -0.9656
H14 1.811 -2.428 -1.567  0.4634
H15 3.308 -2.468 -1.121  0.4797
O4 2.457 -2.906 -1.040  -0.9396
H16 -1.078 -2.299 -3.370  0.4909
H17 -0.623 -3.415 -2.374  0.5029
O5 -0.942 -2.509 -2.448  -0.9802
H18 1.786 3.715 -0.021  0.5201
H19 0.328 4.075 0.115  0.5057
O6 0.939 3.613 -0.473  -0.9617
H20 -1.741 -2.327 3.755  0.4811
H21 -0.424 -2.780 3.088  0.4866
O7 -1.331 -2.516 2.906  -0.9605

Forces on atoms 1 to 2 (eV/Å):
N 1.788 0.271 2.002
C -0.640 -0.989 -0.727


2.
Below is a molecular structure, CF2O2S, with properties calculated with ωB97M-V/def2-TZVPD.

Computed properties:
- E_tot: -786.43751 hartree
- Charge: 0
- HOMO-LUMO gap: 0.3275 hartree

Each line ends with the natural charge from an NBO analysis.
Atoms and positions in Å:
C1 0.949 0.053 0.534  0.6725
O1 2.033 0.554 0.651  -0.5276
O2 -1.076 -1.000 -1.495  -0.8215
F1 0.495 -0.778 1.506  -0.3316
F2 -1.735 0.820 -0.045  -0.4897
S1 -0.667 0.350 -1.152  1.4979

Forces on atoms 1 to 2 (eV/Å):
C 1.252 1.006 0.079
O -2.515 -0.859 -0.911


3.
Below is a molecular structure, C8H19Br2F3IN3OP, with properties calculated with ωB97M-V/def2-TZVPD.

Computed properties:
- E_tot: -6642.49007 hartree
- Charge: -1
- HOMO-LUMO gap: 0.2225 hartree

Each line ends with the natural charge from an NBO analysis.
Atoms and positions in Å:
C1 3.090 1.108 1.001  -0.5939
C2 2.167 0.058 0.372  -0.4086
C3 0.733 0.603 0.382  -0.8214
P1 -0.389 0.147 -1.017  1.3738
Br1 -2.555 -0.837 -1.050  -0.3406
Br2 0.549 0.622 -3.079  -0.2188
C4 -1.232 1.834 -1.008  -0.8597
C5 -1.978 2.286 0.260  0.0063
O1 -2.407 1.337 1.215  -0.6984
C6 -1.272 3.402 1.048  0.9526
F1 -0.636 4.295 0.264  -0.3291
F2 -0.415 2.961 1.994  -0.3353
F3 -2.214 4.120 1.731  -0.3459
C7 0.261 -1.613 -1.248  -0.7657
C8 0.101 -2.631 -0.090  0.3999
N1 1.400 -3.176 0.278  -0.8404
N2 -0.696 -3.768 -0.647  -0.8700
N3 -0.513 -2.119 1.133  -0.8870
H1 3.057 2.054 0.467  0.2020
H2 2.768 1.296 2.027  0.1946
H3 4.107 0.731 1.078  0.1999
H4 2.524 -0.099 -0.642  0.2042
H5 2.254 -0.832 0.984  0.2248
H6 0.292 0.378 1.349  0.2615
H7 0.820 1.684 0.348  0.2315
H8 -1.959 1.913 -1.885  0.2908
H9 -0.449 2.539 -1.273  0.2464
H10 -2.892 2.781 -0.072  0.2134
H11 -1.842 0.560 1.206  0.4768
H12 -0.291 -2.008 -2.092  0.2477
H13 1.290 -1.608 -1.585  0.2408
H14 1.840 -3.529 -0.560  0.3678
H15 1.242 -3.963 0.896  0.3453
H16 -1.119 -4.242 0.145  0.3382
H17 -1.487 -3.384 -1.156  0.3715
H18 -1.519 -2.182 1.099  0.3843
H19 -0.145 -2.595 1.944  0.3616
I1 -2.484 1.875 -3.818  -0.8210

Forces on atoms 1 to 2 (eV/Å):
C -0.244 -0.326 0.449
C 0.240 0.813 0.337


4.
Below is 5 unconnected molecules or ions with the total composition C30H31BNO11, with properties calculated with ωB97M-V/def2-TZVPD.

Computed properties:
- E_tot: -2068.80620 hartree
- Charge: -1
- HOMO-LUMO gap: 0.0839 hartree

Each line ends with the Mulliken charge.
Atoms and positions in Å:
N1 2.247 0.986 -1.079  -0.5139
C1 1.119 -0.059 -1.212  -0.2198
C2 1.176 -1.118 0.080  -0.4970
C3 0.174 -2.396 -0.141  -0.0541
C4 -0.938 -2.241 -1.328  -0.5772
C5 -2.106 -1.108 -1.045  0.0474
O1 -2.185 -0.088 -2.142  -0.4671
C6 2.727 -1.735 0.203  -0.7508
B1 3.337 -2.298 -1.210  0.5803
O2 4.155 -1.338 -2.034  -0.4021
O3 3.137 -3.678 -1.754  -0.6244
H1 2.158 1.388 -0.119  0.2860
H2 2.094 1.692 -1.832  0.2438
H3 0.119 0.572 -1.051  0.1914
H4 1.102 -0.589 -2.251  0.0178
H5 0.712 -3.430 -0.297  0.2780
H6 -0.440 -2.511 0.877  -0.0157
H7 -1.523 -3.281 -1.373  0.2807
H8 -0.422 -2.138 -2.385  0.2425
H9 -3.153 -1.629 -0.978  0.2756
H10 -1.916 -0.564 -0.019  -0.3181
H11 -2.044 -0.643 -2.982  0.2976
H12 3.423 -0.911 0.664  0.2011
H13 2.635 -2.627 0.983  0.2626
H14 3.652 -1.129 -2.893  0.2296
H15 3.103 -3.599 -2.767  0.2567
C7 8.436 -3.305 -5.380  -0.3784
C8 8.861 -2.059 -5.147  -0.3851
C9 8.202 -1.201 -4.142  0.3304
O4 8.589 -0.060 -3.930  -0.5560
C10 7.058 -1.772 -3.405  -0.3440
C11 6.633 -3.018 -3.638  -0.2689
C12 7.291 -3.876 -4.643  0.3210
O5 6.904 -5.017 -4.856  -0.5632
H16 8.907 -3.947 -6.114  0.3971
H17 9.699 -1.626 -5.679  0.3972
H18 6.587 -1.129 -2.671  0.5064
H19 5.795 -3.451 -3.106  0.5321
C13 -2.570 0.028 2.761  -0.1750
C14 -2.660 0.980 3.695  -0.6142
C15 -2.250 0.725 5.090  0.5087
O6 -2.333 1.595 5.946  -0.6597
C16 -1.736 -0.621 5.412  -0.3886
C17 -1.647 -1.573 4.478  -0.4593
C18 -2.057 -1.318 3.083  0.4706
O7 -1.973 -2.188 2.227  -0.6224
H20 -2.867 0.199 1.733  0.4892
H21 -3.034 1.973 3.474  0.4067
H22 -1.439 -0.791 6.440  0.3954
H23 -1.273 -2.565 4.699  0.4070
C19 -4.628 2.725 8.047  -0.1177
C20 -4.402 3.600 9.031  -0.4281
C21 -5.510 4.329 9.678  0.3909
O8 -5.304 5.132 10.578  -0.5695
C22 -6.878 4.051 9.198  -0.3600
C23 -7.105 3.175 8.214  -0.3452
C24 -5.996 2.447 7.566  0.3779
O9 -6.202 1.644 6.667  -0.5507
H24 -3.826 2.183 7.561  0.3821
H25 -3.404 3.815 9.395  0.4314
H26 -7.680 4.593 9.684  0.3963
H27 -8.102 2.961 7.849  0.4046
C25 -1.483 1.363 -7.012  -0.4083
C26 -1.979 2.556 -7.356  -0.3682
C27 -2.235 3.600 -6.344  0.3512
O10 -2.691 4.691 -6.658  -0.5731
C28 -1.921 3.275 -4.938  -0.4564
C29 -1.426 2.082 -4.595  -0.0225
C30 -1.169 1.039 -5.607  0.3571
O11 -0.714 -0.052 -5.293  -0.5485
H28 -1.290 0.586 -7.742  0.4137
H29 -2.214 2.810 -8.383  0.3955
H30 -2.115 4.052 -4.209  0.4241
H31 -1.191 1.829 -3.568  0.4258

Forces on atoms 1 to 2 (eV/Å):
N -1.094 -0.857 -0.516
C -1.089 0.499 2.174